Computed, not measured: a cluster of 2 separate species, H4O2 in total, with wB97M-V/def2-TZVPD.

Atoms and positions in Å:
1 O -0.94 -1.33 0.34
2 H -0.63 -0.53 -0.09
3 H -0.27 -1.98 0.14
4 O 0.32 1.09 -0.32
5 H 0.73 1.92 -0.56
6 H 0.78 0.82 0.48

Computed properties:
- Strongest force on any atom: 0.479 eV/Å
- HOMO: -11.14 eV
- Energy relative to the best compared isomer or geometry (same formula, charge and spin): 1.93 kcal per mole
- SMILES string: O.O
- Electronic energy: -152.87185 Ha
- Molecular weight: 36.03 g mol⁻¹
- Charge: 0
- LUMO: 0.7 eV

---

Computed, not measured: a structure of composition C26H16Br2N2ORuS3, with wB97M-V/def2-TZVPD.

Atoms and positions in Å:
1 Ru 0.54 -0.03 0.42
2 C 2.43 -2.94 0.20
3 C 1.74 -2.53 -1.06
4 C 1.81 -3.38 -2.19
5 C 1.26 -3.02 -3.37
6 C 0.65 -1.75 -3.51
7 C 0.11 -1.23 -4.70
8 Br 0.07 -2.28 -6.29
9 C -0.40 0.04 -4.74
10 C -0.39 0.84 -3.58
11 Br -1.07 2.60 -3.69
12 C 0.10 0.40 -2.37
13 O 0.13 1.12 -1.29
14 C 0.62 -0.95 -2.36
15 N 1.12 -1.37 -1.15
16 H 2.33 -4.01 0.35
17 H 2.05 -2.40 1.06
18 H 3.49 -2.69 0.11
19 H 2.31 -4.34 -2.09
20 H 1.29 -3.69 -4.23
21 H -0.80 0.44 -5.66
22 C -1.60 -3.63 1.84
23 C -2.44 -3.06 2.80
24 C -2.42 -1.69 3.01
25 C -1.56 -0.87 2.27
26 C -0.66 -1.43 1.34
27 C -0.72 -2.81 1.14
28 C -1.57 0.57 2.36
29 C -2.58 1.32 2.94
30 C -2.59 2.69 2.88
31 C -1.52 3.37 2.18
32 C -1.49 4.76 2.06
33 C -0.46 5.40 1.39
34 C 0.56 4.64 0.84
35 C 0.55 3.25 0.96
36 C -0.49 2.60 1.60
37 N -0.50 1.20 1.69
38 H -1.64 -4.69 1.65
39 H -3.11 -3.69 3.38
40 H -3.07 -1.26 3.77
41 H -0.09 -3.29 0.41
42 H -3.39 0.79 3.43
43 H -3.39 3.27 3.32
44 H -2.30 5.33 2.50
45 H -0.46 6.48 1.29
46 H 1.39 5.11 0.32
47 H 1.36 2.67 0.53
48 S 4.20 0.08 -1.66
49 C 3.62 1.02 -0.42
50 S 4.00 2.60 -0.75
51 S 2.95 0.45 1.06

Computed properties:
- Spin multiplicity: 6
- Strongest force on any atom: 0.958 eV/Å
- HOMO (alpha / beta): -2.39 / -5.28 eV
- Electronic energy: -7622.67483 Ha
- Molecular weight: 729.51 g mol⁻¹
- Charge: -1
- LUMO (alpha / beta): 2.2 / 0.9 eV

---

Computed, not measured: a structure of composition C3H2Br2S2 in a non-equilibrium geometry, with wB97M-V/def2-TZVPD.

Atoms and positions in Å:
1 C 0.10 0.95 -0.53
2 C 1.19 0.42 -0.11
3 C -1.38 -0.61 0.33
4 S 1.46 -1.03 0.85
5 S -0.35 -1.01 1.71
6 Br 3.00 1.07 -0.60
7 Br -1.61 -1.83 -1.08
8 H -0.24 1.87 -1.07
9 H -2.17 0.15 0.50

Computed properties:
- Spin multiplicity: 3
- Strongest force on any atom: 3.251 eV/Å
- HOMO (alpha / beta): -7.16 / -8.92 eV
- Energy relative to the best compared isomer or geometry (same formula, charge and spin): 5.48 kcal per mole
- Electronic energy: -6059.71408 Ha
- Molecular weight: 261.99 g mol⁻¹
- Charge: 0
- LUMO (alpha / beta): 0.6 / -2.8 eV